w) A 2-piece molecular cluster, C4H13N2 overall, computed with wB97M-V/def2-TZVPD.

For the HOMO energy, the calculation gives -14.0 eV. For the LUMO energy, the calculation gives -6.75 eV.

Geometry as ORCA input:
```
! RIJCOSX wB97M-V def2-TZVPD def2/J DEFGRID3
* xyz 1 1
C 0.81 2.02 -0.97
C 0.12 0.63 -1.09
C -0.58 0.53 0.17
C 0.07 0.08 1.37
N 1.23 -0.74 1.17
N -1.24 -2.36 -0.40
H 1.71 1.95 -0.37
H 1.04 2.40 -1.96
H 0.14 2.75 -0.51
H -0.51 0.57 -1.97
H 0.84 -0.18 -1.16
H -1.49 1.11 0.29
H -0.67 -0.38 2.04
H 0.42 0.97 1.92
H 1.03 -1.57 0.63
H -1.55 -2.26 -1.35
H 1.62 -1.03 2.05
H -1.17 -1.46 0.05
H -1.82 -3.01 0.10
*
```

These are the natural (NBO) partial charges, in e, on atoms 1 to 5: C -0.5638; C -0.5446; C 0.3807; C -0.4038; N -0.8289

---

x) C4H13N2 as an isolated structure, computed with wB97M-V/def2-TZVPD.

For the HOMO energy, the calculation gives -15.2 eV. For the LUMO energy, the calculation gives -3.96 eV.

Geometry as ORCA input:
```
! RIJCOSX wB97M-V def2-TZVPD def2/J DEFGRID3
* xyz 1 1
C -0.88 -2.44 -1.60
N -0.03 -1.50 -1.41
H -1.42 -2.43 -2.54
H -1.10 -3.15 -0.82
H 0.49 -1.07 -0.28
H -0.06 -0.83 -2.24
C 0.78 1.60 -0.40
C 0.42 0.98 0.91
C -1.09 0.99 1.22
N 0.94 -0.50 0.88
H 0.63 2.68 -0.36
H 1.88 1.51 -0.59
H 0.19 1.16 -1.19
H 0.97 1.44 1.74
H -1.26 0.56 2.26
H -1.41 2.06 1.27
H -1.66 0.39 0.55
H 1.97 -0.48 0.87
H 0.63 -0.99 1.73
*
```

These are the natural (NBO) partial charges, in e, on atoms 1 to 5: C 0.0873; N -0.6315; H 0.2073; H 0.2086; H 0.4410

---

y) An isolated ion of composition C4H13N2 and charge +1, computed with wB97M-V/def2-TZVPD.

For the HOMO energy, the calculation gives -13.4 eV. Its SMILES is CNC[C@@H](C)[NH3+]. For the LUMO energy, the calculation gives -3.45 eV.

Geometry as ORCA input:
```
! RIJCOSX wB97M-V def2-TZVPD def2/J DEFGRID3
* xyz 1 1
C 0.46 -1.49 1.72
N 0.02 -0.17 1.29
C 0.89 0.53 0.26
C 0.06 0.67 -1.02
C 0.11 -0.66 -1.77
N -1.32 1.15 -0.54
H 1.53 -1.73 1.59
H 0.35 -1.55 2.80
H -0.12 -2.24 1.17
H -0.06 0.54 2.02
H 1.79 -0.09 0.26
H 1.27 1.48 0.67
H 0.37 1.46 -1.70
H -0.74 -1.31 -1.50
H 0.97 -1.21 -1.41
H 0.14 -0.54 -2.86
H -1.28 1.42 0.44
H -1.65 1.97 -1.06
H -2.12 0.52 -0.63
*
```

These are the natural (NBO) partial charges, in e, on atoms 1 to 5: C -0.4220; N -0.6787; C -0.2657; C -0.0498; C -0.6368

---

On energetic grounds, x) is preferred over the next structure by 6.1 kcal/mol.

---

w) C5H12N2 as an isolated structure, computed with wB97M-V/def2-TZVPD.

For the HOMO energy, the calculation gives -7.3 eV. For the LUMO energy, the calculation gives 0.96 eV.

Geometry as ORCA input:
```
! RIJCOSX wB97M-V def2-TZVPD def2/J DEFGRID3
* xyz 0 1
C 0.47 -0.19 0.71
C 1.14 -0.22 -1.87
C 0.97 0.41 1.99
C -1.77 -0.83 -0.44
N 0.68 0.59 -0.77
C -0.89 0.22 0.17
N -1.34 1.34 0.70
H 1.13 1.49 -0.64
H 0.88 -1.17 0.47
H -2.30 1.25 1.03
H 1.79 0.37 -2.51
H 0.30 -0.57 -2.48
H 1.69 -1.11 -1.55
H 0.45 1.31 2.31
H 0.83 -0.32 2.79
H 2.02 0.68 1.94
H -2.07 -0.50 -1.44
H -1.29 -1.80 -0.55
H -2.68 -0.95 0.16
*
```

These are the natural (NBO) partial charges, in e, on atoms 1 to 5: C -0.0680; C -0.4154; C -0.6554; C -0.6809; N -0.5668

---

x) One molecule with the formula C5H12N2, computed with wB97M-V/def2-TZVPD.

For the HOMO energy, the calculation gives -8.8 eV. Its SMILES is CN/C=C/CCN. For the LUMO energy, the calculation gives 1.08 eV.

Geometry as ORCA input:
```
! RIJCOSX wB97M-V def2-TZVPD def2/J DEFGRID3
* xyz 0 1
C -1.41 -2.66 0.21
N 0.03 -2.50 -0.15
C 0.34 -1.18 -0.49
C 0.78 -0.10 0.18
C 1.33 1.15 -0.46
C 0.60 2.32 0.26
N -0.74 2.52 -0.33
H -1.64 -2.81 1.26
H -1.95 -1.77 -0.12
H -1.83 -3.50 -0.35
H 0.61 -2.83 0.61
H 0.24 -0.96 -1.56
H 1.02 -0.14 1.24
H 1.13 1.20 -1.53
H 2.37 1.28 -0.20
H 0.60 2.08 1.34
H 1.00 3.34 0.23
H -1.33 2.95 0.38
H -1.17 1.61 -0.53
*
```

These are the natural (NBO) partial charges, in e, on atoms 1 to 5: C -0.4139; N -0.6391; C -0.0048; C -0.2347; C -0.4426

---

y) A 2-piece molecular cluster, C5H12N2 overall, computed with wB97M-V/def2-TZVPD.

For the HOMO energy (spin up / spin down), the calculation gives -6.1 / -6.1 eV. For the LUMO energy (spin up / spin down), the calculation gives -0.26 / -0.26 eV.

Geometry as ORCA input:
```
! RIJCOSX wB97M-V def2-TZVPD def2/J DEFGRID3
* xyz 0 1
C -0.19 -1.99 -0.36
C 1.12 0.29 0.72
C -1.40 1.64 -0.09
C 2.33 -0.07 -0.05
N -0.64 0.45 -0.44
C -1.16 -1.02 -0.15
N -2.26 -1.13 0.50
H -0.33 0.49 -1.40
H -2.68 -0.22 0.70
H -0.38 -3.01 -0.03
H 0.50 -1.89 -1.18
H 0.99 1.35 0.91
H 0.84 -0.34 1.55
H -1.50 1.70 1.00
H -0.85 2.53 -0.41
H -2.39 1.66 -0.54
H 2.57 -1.13 0.05
H 2.24 0.19 -1.11
H 3.19 0.50 0.33
*
```

These are the natural (NBO) partial charges, in e, on atoms 1 to 5: C -0.8100; C -0.0012; C -0.4425; C -0.6950; N -0.5158

---

On energetic grounds, x) is preferred over the next structure by 36.7 kcal/mol.

---

w) One molecule with the formula C5H12N2, computed with wB97M-V/def2-TZVPD.

For the HOMO energy, the calculation gives -8.8 eV. Its SMILES is C=CCCNCN. For the LUMO energy, the calculation gives 0.36 eV.

Geometry as ORCA input:
```
! RIJCOSX wB97M-V def2-TZVPD def2/J DEFGRID3
* xyz 0 1
C -1.42 -2.10 -0.53
C -0.29 -1.95 0.20
C -0.59 -0.65 1.50
C -0.36 0.69 0.89
N 1.10 0.80 0.58
C 1.38 1.80 -0.43
N 0.57 1.56 -1.65
H -1.84 -3.08 -0.72
H -1.62 -1.32 -1.27
H -0.04 -2.88 0.74
H -1.65 -0.89 1.57
H 0.02 -1.05 2.29
H -0.97 0.84 0.00
H -0.57 1.54 1.55
H 1.36 -0.12 0.24
H 1.05 2.79 -0.10
H 2.45 1.79 -0.61
H 0.34 0.58 -1.74
H 1.09 1.68 -2.52
*
```

These are the natural (NBO) partial charges, in e, on atoms 1 to 5: C -0.3748; C -0.2668; C -0.3386; C -0.2753; N -0.6215

---

x) One molecule with the formula C5H12N2, computed with wB97M-V/def2-TZVPD.

For the HOMO energy, the calculation gives -9.1 eV. Its SMILES is CCCC/N=C\N. For the LUMO energy, the calculation gives 0.99 eV.

Geometry as ORCA input:
```
! RIJCOSX wB97M-V def2-TZVPD def2/J DEFGRID3
* xyz 0 1
C 0.22 0.89 2.48
C 0.67 -0.26 1.57
C -0.34 -0.64 0.48
C -0.68 0.53 -0.44
N -1.40 0.09 -1.64
C -0.70 -0.34 -2.60
N 0.68 -0.36 -2.70
H 0.08 1.80 1.89
H 0.98 1.05 3.24
H -0.72 0.62 2.96
H 0.89 -1.15 2.17
H 1.62 0.00 1.09
H 0.07 -1.46 -0.11
H -1.25 -1.00 0.95
H -1.34 1.23 0.06
H 0.23 1.09 -0.71
H -1.22 -0.67 -3.50
H 1.19 -0.41 -1.83
H 1.03 -1.01 -3.37
*
```

These are the natural (NBO) partial charges, in e, on atoms 1 to 5: C -0.6095; C -0.3874; C -0.4027; C -0.2641; N -0.4723

---

On energetic grounds, x) is preferred over the next structure by 81.0 kcal/mol.